1.
A cluster of 2 separate species, CH5BO2 in total at a distorted geometry, computed with wB97M-V/def2-TZVPD.

Last column: Löwdin charge in e.
Geometry (Å):
B: 0.119 -0.479 -0.048  -0.195
C: -1.199 0.337 -0.124  -0.002
O: 2.000 0.855 -0.055  -0.319
O: 0.466 -1.710 -0.050  0.250
H: -1.670 0.405 0.855  0.073
H: -1.905 -0.142 -0.802  0.071
H: -1.032 1.353 -0.475  0.071
H: 1.836 1.363 0.742  -0.085
H: 1.383 -1.982 -0.042  0.136

Atoms 1-6, force components in eV/Å:
B 1.916 3.521 -0.121
C 0.363 -0.070 -0.067
O -2.692 -2.357 -0.233
O -0.175 -1.264 -0.049
H -0.001 -0.078 0.153
H -0.040 -0.157 -0.008

Values from the calculation:
HOMO-LUMO gap in eV: 9.236
F_max in hartree/bohr: 0.078
Energy in Eh: -216.40599
LUMO in eV: 0.3
Molecular weight in g mol⁻¹: 59.9
HOMO in eV: -9.0
ΔE to the lowest compared entry with this formula, charge and spin in eV: 3.660

=====

2.
A cluster of 2 separate species, C6H8P in total at a distorted geometry, computed with wB97M-V/def2-TZVPD.

Last column: Löwdin charge in e.
Geometry (Å):
C: 0.790 -1.342 -0.160  -0.140
C: 0.388 -0.411 -1.057  -0.146
C: -3.404 1.038 0.104  0.008
C: -2.838 0.732 1.143  -0.015
C: 1.943 -0.972 0.731  -0.356
C: 0.947 0.916 -0.809  -0.373
P: 2.116 0.849 0.584  1.246
H: 0.479 -2.414 -0.112  0.140
H: -0.389 -0.641 -1.794  0.133
H: -3.945 1.378 -0.727  0.010
H: -2.172 0.680 1.997  0.022
H: 1.975 -1.544 1.618  0.082
H: 2.893 -1.263 0.158  0.157
H: 1.071 1.707 -1.556  0.114
H: 0.146 1.288 -0.123  0.118

Atoms 1-6, force components in eV/Å:
C 0.265 -1.073 -0.917
C -0.386 -2.199 0.291
C 1.454 -0.721 2.786
C -0.167 1.011 -1.763
C -0.854 1.338 -2.011
C 0.856 0.151 0.847

Values from the calculation:
HOMO-LUMO gap in eV: 6.524
F_max in hartree/bohr: 0.063
Energy in Eh: -574.33202
LUMO in eV: -7.1
Molecular weight in g mol⁻¹: 111.1
HOMO in eV: -13.6
ΔE to the lowest compared entry with this formula, charge and spin in eV: 4.372
Charge: +1